19
Properties=species:S:1:pos:R:3:forces:R:3:lowdin_charge:R:1 method="wB97M-V/def2-TZVPD" relative_energy_kj_mol=319.3 gap_ha=0.221 total_charge=+1 largest_force_ev_per_a=6.049
C 1.169 2.232 -0.763 1.8116 0.2936 1.7335 0.112
C 1.279 -1.318 1.175 -3.2471 0.8418 -1.8998 0.262
C 0.839 1.408 0.228 0.9940 -0.8656 1.0903 -0.177
C -1.037 0.618 -1.071 -0.2393 0.2644 -2.9561 -0.101
C -0.875 -1.969 0.235 0.1457 -1.5109 -4.1342 -0.042
C -0.118 0.328 0.084 -2.3259 3.6698 -0.4578 -0.457
N 0.163 -0.937 0.483 2.8583 -4.4684 2.9075 -0.168
I -1.917 0.692 2.298 1.0907 -0.0514 -1.2968 0.412
H 1.996 2.964 -0.584 -1.0571 -0.6510 -0.4796 0.116
H 0.792 2.001 -1.709 -0.4855 0.6088 -1.4115 0.050
H 1.953 -0.559 1.448 0.8641 0.7997 0.0357 0.090
H 1.493 -2.335 1.521 -0.7277 0.3061 -0.4245 0.135
H 1.394 1.360 1.153 0.0159 0.7185 0.2088 0.103
H -1.932 0.044 -1.283 -0.0578 -0.4036 0.7823 0.080
H -1.361 1.689 -1.188 0.4499 -1.0499 0.9643 0.121
H -0.490 0.490 -2.087 -0.2714 -0.1741 1.5901 0.137
H -0.587 -2.992 0.616 -0.5665 1.5701 0.2906 0.121
H -0.894 -2.185 -0.972 0.2254 0.7219 2.8181 0.165
H -1.867 -1.528 0.415 0.5227 -0.6197 0.6392 0.041